*P*
C40H104N8O12 | ωB97M-V/def2-TZVPD

Properties
LUMO ... 0.6 eV
Total charge ... 0
SMILES string ... COC[C@H](C)N.COC[C@H](C)N.COC[C@H](C)N.COC[C@H](C)N.COCCNCCOC.COCCNCCOC.COCCNCCOC.COCCNCCOC

Positions of all 164 atoms, in Å:
O (-4.220, 23.941, -3.232)
O (-6.233, 24.270, -14.485)
O (-11.982, 20.266, -9.285)
O (-6.824, 28.975, -18.203)
O (-8.589, 20.804, -17.727)
O (-2.276, 23.185, -7.516)
O (-1.552, 24.742, -20.226)
O (3.576, 17.172, -14.951)
O (-6.776, 24.417, -6.932)
O (-0.058, 17.627, -11.741)
O (-6.251, 19.967, -8.609)
O (-3.487, 20.886, -12.605)
N (-5.358, 21.775, -19.153)
N (0.287, 18.385, -8.202)
N (2.261, 19.456, -16.304)
N (-9.466, 21.441, -10.126)
N (-6.105, 21.848, -13.188)
N (-4.579, 26.146, -18.991)
N (-7.172, 24.091, -3.871)
N (-3.046, 19.927, -6.645)
C (2.426, 17.832, -14.439)
C (-2.894, 24.538, -19.856)
C (-5.687, 24.447, -7.815)
C (-7.218, 22.754, -12.978)
C (-2.370, 20.076, -12.629)
C (-6.777, 18.689, -8.380)
C (-4.678, 20.133, -12.283)
C (-6.150, 30.196, -17.925)
C (-5.317, 27.400, -19.239)
C (-1.784, 24.428, -7.192)
C (-5.772, 20.329, -17.257)
C (-4.452, 20.207, -6.866)
C (-5.294, 23.849, -2.318)
C (0.282, 18.717, -9.640)
C (-6.812, 23.219, -6.191)
C (-4.867, 20.068, -8.335)
C (-6.447, 23.124, -3.039)
C (-0.857, 25.788, -19.556)
C (1.476, 20.106, -14.124)
C (2.491, 19.282, -14.863)
C (-10.611, 23.401, -10.798)
C (-5.727, 21.161, -11.937)
C (1.680, 19.183, -10.104)
C (-6.386, 20.952, -18.498)
C (-0.080, 17.427, -10.374)
C (-2.963, 24.157, -2.630)
C (-3.799, 25.746, -20.134)
C (-0.588, 16.616, -12.587)
C (-10.668, 22.261, -9.788)
C (3.633, 15.806, -14.604)
C (-6.060, 27.817, -18.000)
C (-12.180, 20.481, -7.927)
C (-1.787, 22.141, -6.675)
C (-7.645, 21.758, -18.174)
C (-2.018, 20.763, -7.245)
C (-11.900, 21.437, -10.020)
C (-7.463, 23.704, -14.096)
C (-6.188, 24.676, -15.859)
C (-9.877, 21.333, -17.560)
C (-7.786, 23.410, -5.028)
H (-5.009, 19.580, -13.166)
H (-11.490, 24.062, -10.708)
H (-5.872, 22.347, -3.569)
H (-2.108, 25.130, -7.955)
H (-6.590, 20.645, -11.514)
H (-6.342, 30.996, -18.628)
H (-5.809, 22.282, -19.918)
H (-2.158, 22.355, -5.660)
H (-10.214, 21.895, -18.451)
H (-1.096, 17.226, -10.013)
H (-7.453, 22.532, -17.429)
H (-4.474, 25.549, -20.987)
H (1.659, 20.216, -13.057)
H (-12.812, 22.039, -9.883)
H (-11.484, 21.235, -7.552)
H (-7.192, 22.395, -6.809)
H (2.469, 18.542, -9.691)
H (-6.432, 19.604, -16.787)
H (-5.660, 24.847, -2.037)
H (-5.075, 23.286, -1.403)
H (-6.731, 20.203, -19.212)
H (1.368, 21.083, -14.601)
H (0.166, 15.815, -12.722)
H (-1.097, 20.181, -7.154)
H (-2.517, 19.216, -13.295)
H (-8.084, 23.311, -14.917)
H (-3.016, 24.906, -1.834)
H (-9.757, 20.551, -10.511)
H (-4.424, 19.171, -8.803)
H (-3.199, 23.686, -20.459)
H (-5.087, 30.007, -17.739)
H (-8.004, 22.078, -19.161)
H (-13.226, 20.757, -7.737)
H (-3.274, 26.556, -20.686)
H (0.709, 16.722, -10.083)
H (-1.501, 16.125, -12.234)
H (-0.688, 17.069, -13.574)
H (0.981, 17.661, -8.029)
H (-10.477, 22.686, -8.811)
H (1.300, 19.222, -16.547)
H (-4.473, 20.895, -8.936)
H (0.469, 19.676, -14.203)
H (-2.776, 18.962, -6.744)
H (-10.639, 20.562, -17.435)
H (-7.102, 22.695, -2.280)
H (-2.116, 24.782, -6.206)
H (-5.002, 22.525, -18.563)
H (-5.278, 21.896, -11.256)
H (-5.493, 25.503, -15.975)
H (-11.903, 21.160, -11.077)
H (-2.476, 23.228, -2.329)
H (-2.340, 24.620, -3.403)
H (-1.004, 25.740, -18.471)
H (-6.497, 30.506, -16.924)
H (-5.877, 23.801, -16.443)
H (-5.599, 21.123, -16.516)
H (-4.588, 28.181, -19.523)
H (-3.931, 26.416, -18.248)
H (-4.363, 19.596, -11.378)
H (-4.783, 19.922, -17.460)
H (2.730, 15.329, -15.007)
H (-5.260, 22.387, -13.367)
H (3.550, 19.532, -14.775)
H (4.459, 15.335, -15.129)
H (-8.166, 22.236, -12.814)
H (-5.462, 27.887, -17.074)
H (0.633, 19.185, -7.679)
H (-0.426, 19.527, -9.825)
H (-2.094, 20.872, -8.343)
H (-7.190, 24.990, -16.172)
H (-1.498, 20.627, -12.976)
H (-6.026, 27.290, -20.060)
H (1.450, 17.386, -14.724)
H (-8.145, 24.504, -13.747)
H (-4.752, 21.171, -6.452)
H (-6.988, 23.302, -12.047)
H (2.851, 18.767, -16.770)
H (-0.698, 22.305, -6.572)
H (-0.684, 24.431, -7.160)
H (-5.714, 25.356, -8.400)
H (-6.408, 24.608, -4.315)
H (-9.755, 24.037, -10.588)
H (-2.119, 19.702, -11.625)
H (-8.852, 21.300, -9.337)
H (-8.132, 22.402, -4.764)
H (-1.210, 26.746, -19.962)
H (-9.947, 22.013, -16.697)
H (-6.459, 18.008, -9.189)
H (0.197, 25.698, -19.801)
H (3.734, 15.744, -13.518)
H (1.690, 19.137, -11.193)
H (-4.977, 19.407, -6.326)
H (-6.366, 18.188, -7.496)
H (-12.036, 19.564, -7.356)
H (2.442, 17.645, -13.342)
H (-8.670, 23.906, -5.422)
H (-6.740, 26.999, -17.731)
H (-3.049, 24.277, -18.796)
H (-5.514, 23.536, -8.401)
H (-7.857, 18.788, -8.382)
H (1.951, 20.143, -9.655)
H (-10.601, 23.046, -11.826)
H (-4.789, 24.449, -7.168)
H (-5.820, 22.919, -5.827)

***

*Q*
C40H104N8O12 | ωB97M-V/def2-TZVPD

Properties
LUMO ... 0.4 eV
Total charge ... 0
SMILES string ... COC[C@H](C)N.COC[C@H](C)N.COC[C@H](C)N.COC[C@H](C)N.COCCNCCOC.COCCNCCOC.COCCNCCOC.COCCNCCOC

Positions of all 164 atoms, in Å:
O (-10.570, -30.009, -13.648)
O (-17.158, -28.358, -13.750)
O (-20.114, -31.571, -12.489)
O (-14.046, -29.159, -10.145)
O (-9.692, -26.564, -11.587)
O (-10.506, -34.789, -6.666)
O (-17.805, -27.214, -18.816)
O (-14.221, -36.214, -12.705)
O (-22.468, -37.663, -10.416)
O (-18.269, -29.130, -9.499)
O (-16.817, -37.124, -7.849)
O (-9.496, -27.794, -17.589)
N (-14.379, -38.030, -9.569)
N (-12.763, -35.456, -8.226)
N (-19.841, -36.851, -9.247)
N (-16.420, -27.156, -16.554)
N (-8.921, -26.770, -7.977)
N (-8.267, -29.223, -15.344)
N (-20.515, -30.948, -9.674)
N (-13.561, -32.496, -8.697)
C (-8.366, -30.433, -14.558)
C (-15.263, -38.885, -11.736)
C (-18.652, -29.954, -8.433)
C (-21.242, -37.724, -11.132)
C (-23.543, -38.290, -11.094)
C (-11.285, -29.740, -12.459)
C (-9.693, -26.537, -9.208)
C (-18.375, -27.285, -20.112)
C (-8.140, -28.185, -17.502)
C (-16.847, -35.722, -8.090)
C (-11.809, -34.496, -6.180)
C (-14.302, -37.877, -11.038)
C (-17.259, -28.342, -16.772)
C (-16.896, -28.976, -12.515)
C (-10.284, -28.537, -18.527)
C (-14.409, -34.867, -13.110)
C (-13.787, -27.827, -9.728)
C (-8.861, -26.634, -10.449)
C (-12.788, -35.488, -6.753)
C (-13.949, -31.569, -9.747)
C (-9.515, -33.770, -6.578)
C (-7.941, -29.481, -16.745)
C (-16.604, -26.499, -15.264)
C (-13.519, -30.177, -9.315)
C (-9.003, -26.343, -12.814)
C (-16.262, -27.326, -14.035)
C (-17.688, -27.936, -8.972)
C (-17.489, -28.503, -18.288)
C (-10.396, -25.219, -9.066)
C (-19.312, -31.265, -8.900)
C (-9.202, -30.303, -13.311)
C (-20.142, -32.611, -11.524)
C (-21.005, -32.196, -10.355)
C (-12.543, -36.890, -6.200)
C (-19.177, -31.845, -13.521)
C (-18.044, -37.811, -7.843)
C (-15.468, -31.681, -9.842)
C (-18.777, -37.886, -9.173)
C (-14.655, -36.419, -11.368)
C (-20.320, -36.616, -10.618)
H (-6.901, -29.811, -16.793)
H (-20.641, -37.026, -8.654)
H (-14.053, -35.794, -10.698)
H (-13.446, -31.774, -10.699)
H (-20.977, -35.748, -10.507)
H (-17.351, -35.540, -9.046)
H (-23.778, -39.292, -10.726)
H (-19.461, -32.768, -14.034)
H (-10.940, -25.179, -8.119)
H (-18.239, -37.743, -10.111)
H (-13.365, -36.196, -8.570)
H (-11.256, -30.590, -11.772)
H (-17.068, -28.194, -11.766)
H (-24.444, -37.691, -10.960)
H (-18.425, -27.455, -8.332)
H (-14.813, -38.943, -9.466)
H (-15.005, -38.939, -12.797)
H (-18.797, -26.302, -20.327)
H (-9.715, -24.388, -9.254)
H (-15.978, -31.571, -8.889)
H (-18.596, -31.827, -9.510)
H (-13.779, -33.463, -8.917)
H (-15.826, -35.375, -8.261)
H (-7.512, -27.422, -17.050)
H (-15.464, -34.626, -12.935)
H (-14.168, -34.751, -14.164)
H (-14.291, -27.215, -10.477)
H (-12.118, -33.481, -6.442)
H (-12.732, -27.651, -9.976)
H (-15.887, -29.403, -12.596)
H (-21.284, -37.795, -12.222)
H (-15.144, -39.891, -11.334)
H (-19.312, -29.378, -7.767)
H (-15.721, -36.168, -11.311)
H (-11.504, -37.186, -6.335)
H (-8.271, -25.541, -12.705)
H (-19.274, -27.908, -20.141)
H (-18.392, -29.096, -18.446)
H (-15.801, -32.577, -10.380)
H (-8.588, -30.285, -17.121)
H (-16.106, -26.655, -13.174)
H (-15.236, -27.724, -14.095)
H (-10.469, -27.317, -9.221)
H (-8.778, -29.455, -12.760)
H (-11.239, -25.074, -9.750)
H (-8.832, -31.237, -15.156)
H (-16.576, -28.881, -18.755)
H (-11.230, -28.043, -18.738)
H (-12.425, -30.101, -9.385)
H (-17.285, -27.373, -9.811)
H (-15.152, -37.423, -9.300)
H (-19.528, -36.428, -11.340)
H (-21.989, -31.956, -10.755)
H (-8.359, -27.605, -8.140)
H (-19.249, -38.870, -9.291)
H (-12.580, -32.566, -8.450)
H (-9.783, -33.104, -5.753)
H (-19.140, -32.905, -11.194)
H (-17.283, -35.017, -7.380)
H (-8.401, -27.635, -10.517)
H (-18.722, -37.506, -7.042)
H (-13.310, -38.050, -11.456)
H (-9.717, -28.702, -19.443)
H (-18.255, -28.206, -16.340)
H (-17.657, -27.537, -20.891)
H (-17.786, -30.166, -7.787)
H (-23.378, -38.399, -12.168)
H (-13.765, -35.239, -6.326)
H (-16.299, -38.543, -11.723)
H (-13.808, -34.161, -12.528)
H (-20.961, -33.094, -9.734)
H (-17.695, -38.829, -7.646)
H (-7.776, -28.360, -18.523)
H (-8.051, -25.898, -10.524)
H (-7.355, -30.769, -14.303)
H (-9.672, -33.236, -7.524)
H (-9.783, -26.211, -13.557)
H (-20.778, -38.680, -10.850)
H (-19.319, -31.091, -14.299)
H (-15.874, -30.974, -10.575)
H (-8.514, -34.186, -6.513)
H (-11.828, -35.712, -8.524)
H (-10.564, -29.438, -17.976)
H (-15.879, -25.684, -15.240)
H (-16.760, -28.181, -8.440)
H (-17.574, -29.778, -12.221)
H (-11.785, -34.684, -5.102)
H (-13.230, -37.650, -6.575)
H (-12.841, -36.811, -5.147)
H (-14.046, -27.547, -8.708)
H (-17.635, -26.132, -15.220)
H (-19.583, -31.875, -8.036)
H (-9.209, -28.835, -15.283)
H (-20.131, -30.448, -10.477)
H (-16.758, -29.227, -16.384)
H (-9.307, -31.219, -12.728)
H (-16.407, -26.561, -17.365)
H (-10.886, -28.870, -11.923)
H (-13.799, -30.060, -8.262)
H (-18.139, -31.741, -13.204)
H (-8.457, -27.260, -13.067)
H (-20.610, -33.499, -11.970)
H (-12.313, -29.444, -12.662)
H (-9.458, -27.017, -7.156)

***

It is *Q* that is most stable; the runner-up trails by 1.7 kcal/mol.

***

*P*
C4H12N3O | ωB97M-V/def2-TZVPD

Properties
LUMO ... -7.4 eV
Total charge ... +1

Positions of all 20 atoms, in Å:
O (0.266, -1.043, -0.449)
N (-2.477, 1.667, 1.138)
N (-0.183, 1.841, 0.730)
N (-1.535, -0.364, 1.316)
C (-1.379, 0.895, 0.796)
C (1.714, -0.181, -2.182)
C (2.304, -2.103, -0.637)
C (1.475, -1.170, -1.080)
H (-0.307, -0.463, 0.053)
H (-1.163, -0.336, 2.268)
H (0.187, 1.747, 1.682)
H (0.437, 1.283, 0.131)
H (1.967, -2.706, 0.198)
H (1.907, 0.814, -1.761)
H (0.796, -0.058, -2.761)
H (2.527, -0.449, -2.850)
H (-2.544, -0.506, 1.339)
H (-2.451, 2.531, 0.596)
H (3.289, -2.238, -1.055)
H (-2.266, 2.001, 2.085)

***

*Q*
C4H12N3O | ωB97M-V/def2-TZVPD

Properties
LUMO ... -3.4 eV
Total charge ... +1

Positions of all 20 atoms, in Å:
O (2.630, -0.065, -2.492)
N (-0.888, 2.084, -1.029)
N (1.044, -1.068, 0.488)
N (-1.349, 1.037, 0.998)
C (1.784, -0.494, -1.767)
C (-1.312, 1.057, -0.295)
C (1.977, -1.434, -0.607)
C (-1.920, -0.062, 1.781)
H (0.705, -1.940, 0.884)
H (-1.698, 0.203, -0.833)
H (1.736, -2.438, -0.963)
H (0.712, -0.210, -1.895)
H (-0.703, 1.872, -2.000)
H (1.596, -0.679, 1.248)
H (-0.963, 1.833, 1.489)
H (-2.303, -0.805, 1.089)
H (-0.273, 2.769, -0.609)
H (-2.672, 0.328, 2.457)
H (-1.125, -0.536, 2.353)
H (3.022, -1.451, -0.299)

***

It is *Q* that is most stable; the runner-up trails by 109.4 kcal/mol.

***

*P*
C4H12N3O | ωB97M-V/def2-TZVPD

Properties
LUMO ... -3.3 eV
Total charge ... +1

Positions of all 20 atoms, in Å:
O (1.985, 0.511, 0.762)
N (0.433, -1.673, 1.219)
N (2.323, 1.460, -1.146)
N (1.512, 0.858, -0.322)
C (-0.263, -1.473, -0.031)
C (-0.942, -0.313, -0.120)
C (-1.143, 0.615, 0.962)
C (-1.692, 0.122, -1.302)
H (-0.290, 1.395, 0.768)
H (2.046, 1.605, -2.115)
H (1.094, -2.539, 1.297)
H (-0.110, -1.651, 2.026)
H (-2.791, -0.165, -1.093)
H (-1.851, 1.235, -1.340)
H (0.013, -2.228, -0.822)
H (0.934, -0.721, 1.468)
H (-1.029, 0.286, 2.007)
H (-2.095, 1.277, 0.926)
H (-1.442, -0.297, -2.282)
H (3.309, 1.697, -0.861)

***

*Q*
C4H12N3O | ωB97M-V/def2-TZVPD

Properties
LUMO ... -6.7 eV
Total charge ... +1
SMILES string ... NCC/[NH+]=C/[C@@H](N)O

Positions of all 20 atoms, in Å:
O (-0.267, 1.347, -1.208)
N (-2.526, 1.063, -1.030)
N (0.137, -1.278, -0.155)
N (1.988, 0.798, 0.856)
C (1.144, -1.648, 0.830)
C (1.686, -0.379, 1.604)
C (-0.892, -0.493, 0.072)
C (-1.273, 0.351, -1.098)
H (-3.349, 0.548, -1.290)
H (-2.636, 1.522, -0.131)
H (2.558, -0.743, 2.142)
H (0.879, -0.060, 2.274)
H (-1.230, -0.211, -2.040)
H (0.679, -2.315, 1.566)
H (2.760, 0.732, 0.203)
H (1.959, -2.172, 0.338)
H (-0.691, 2.161, -1.477)
H (1.175, 1.241, 0.470)
H (0.090, -1.874, -0.972)
H (-1.653, -0.905, 0.746)

***

*R*
C4H12N3O | ωB97M-V/def2-TZVPD

Properties
LUMO ... -3.5 eV
Total charge ... +1

Positions of all 20 atoms, in Å:
O (2.231, -0.891, 0.330)
N (1.752, 0.239, 0.546)
N (0.145, -1.901, -0.727)
N (2.541, 1.157, 0.278)
C (-0.322, -0.531, -0.943)
C (-0.974, 0.196, -0.063)
C (-1.263, 1.654, -0.340)
C (-1.624, -0.267, 1.193)
H (-0.648, -2.651, -0.414)
H (-2.293, 1.731, -0.083)
H (2.364, 2.151, 0.644)
H (-0.067, -0.254, -1.969)
H (-0.486, 2.135, 0.178)
H (-1.090, -1.070, 1.719)
H (-2.644, -0.712, 1.015)
H (-1.725, 0.568, 1.794)
H (0.496, -2.405, -1.611)
H (3.522, 0.891, -0.058)
H (-1.083, 1.789, -1.459)
H (1.166, -1.830, -0.030)

***

It is *Q* that is most stable; the runner-up trails by 11.3 kcal/mol.